This record from the Open Molecules 2025 dataset describes a 9-piece molecular cluster, C51H77F3N10O3PS3 overall in a non-equilibrium geometry. The level of theory is the ωB97M-V functional and the def2-TZVPD basis.

## Properties
Energy above the lowest of the compared OMol25 structures with the same formula, charge and spin = 2.731 eV
E_LUMO = -0.1361 Ha
2S+1 = 1
M = 1062.4 g/mol
Gap between HOMO and LUMO = 5.56 eV
Charge = +1

XYZ file:
```
148
Properties=species:S:1:pos:R:3:mulliken_charge:R:1
C -4.189 4.230 -1.692 -0.9705
C -4.255 2.644 -1.983 0.0876
C -5.350 1.849 -1.080 -0.4202
C -4.565 0.680 -0.335 -0.7537
N -4.300 0.873 1.114 0.4197
C -4.107 2.268 1.536 -0.4321
C -3.088 2.295 2.801 -0.9147
C -2.101 3.557 2.565 -0.8869
C -1.015 3.132 1.481 -0.7059
C 0.510 3.085 1.943 1.1358
C 1.099 1.709 1.321 -1.8982
O 1.338 1.801 -0.107 -0.1728
C 0.811 0.715 -0.803 0.9205
F 1.337 0.791 -2.111 -0.2731
F -0.584 0.796 -0.970 -0.2078
F 1.217 -0.524 -0.310 -0.3290
C 0.770 2.983 3.503 -0.7647
O 2.163 2.895 3.857 -0.2714
C 2.905 4.042 3.406 -0.6313
C 2.642 4.474 1.878 -0.0471
P 3.980 3.818 0.673 -0.0141
C 3.372 4.005 -1.139 -0.7375
O 4.217 2.133 0.857 -0.4083
N 1.219 4.309 1.418 0.0486
S 0.390 5.838 1.866 -0.0393
C -5.148 0.094 1.991 -0.0329
S -6.366 0.643 2.986 -0.2351
S -4.840 -1.750 1.950 -0.1371
C -5.141 -2.459 3.633 -0.4782
C -5.461 -4.031 3.403 -0.4488
C -4.130 -4.932 3.358 -0.8606
H -3.414 4.421 -0.874 0.1402
H -5.175 4.701 -1.397 0.2699
H -3.794 4.795 -2.611 0.3180
H -3.191 2.247 -1.832 -0.1505
H -4.484 2.447 -3.089 0.3834
H -5.981 2.521 -0.425 0.3403
H -6.073 1.376 -1.834 0.2625
H -5.203 -0.271 -0.433 0.5035
H -3.566 0.403 -0.829 0.0772
H -5.045 2.824 1.860 0.4869
H -3.623 2.924 0.729 -0.3766
H -2.476 1.329 2.724 0.3164
H -3.624 2.326 3.797 0.5271
H -1.722 4.021 3.523 0.5286
H -2.774 4.354 2.080 0.3640
H -1.148 3.829 0.575 0.0395
H -1.345 2.109 1.079 0.2698
H 2.028 1.346 1.883 0.3508
H 0.330 0.873 1.489 0.6599
H 0.344 3.880 4.076 0.3984
H 0.238 2.061 3.892 0.3687
H 3.998 3.883 3.650 0.3559
H 2.566 4.933 4.053 0.3395
H 2.837 5.607 1.876 0.5637
H 3.115 2.978 -1.562 0.0069
H 2.481 4.703 -1.239 0.3607
H 4.238 4.446 -1.718 0.3771
H 4.473 1.788 -0.032 0.3074
H 1.101 4.280 0.382 0.6742
H -0.360 5.622 3.006 0.2201
H -4.156 -2.435 4.207 0.2080
H -5.958 -1.921 4.202 0.4436
H -5.935 -4.134 2.362 0.2464
H -6.241 -4.412 4.140 0.3375
H -4.305 -5.758 2.581 0.2858
H -3.961 -5.429 4.361 0.2301
H -3.216 -4.358 2.983 0.2569
N -8.647 4.072 -3.937 -0.0286
C -8.556 5.423 -4.137 -0.7092
C -7.366 5.677 -4.773 -0.5103
C -6.719 4.432 -4.970 -0.1181
C -7.533 3.461 -4.448 -0.6648
H -9.414 3.602 -3.486 0.2022
H -9.342 6.085 -3.809 0.4166
H -7.002 6.651 -5.066 0.4356
H -5.762 4.266 -5.443 0.4952
H -7.417 2.389 -4.393 0.4732
N 2.215 -0.409 4.759 -0.0031
C 1.469 -0.677 5.877 -0.6783
C 1.086 -1.995 5.824 -0.3875
C 1.625 -2.545 4.634 -0.5198
C 2.319 -1.545 3.999 -0.5540
H 2.624 0.483 4.532 0.1921
H 1.275 0.091 6.610 0.4199
H 0.486 -2.508 6.561 0.5289
H 1.518 -3.560 4.282 0.4926
H 2.875 -1.542 3.073 0.5334
N 5.568 1.450 -3.406 0.0621
C 6.510 2.326 -2.929 -0.2671
C 7.749 1.785 -3.168 -0.8820
C 7.548 0.541 -3.816 0.1170
C 6.194 0.362 -3.952 -0.6657
H 4.572 1.586 -3.362 0.1943
H 6.217 3.254 -2.462 0.3471
H 8.694 2.235 -2.906 0.3932
H 8.311 -0.147 -4.148 0.3296
H 5.623 -0.443 -4.389 0.3818
N 11.342 -1.868 -7.134 -0.0113
C 10.732 -2.713 -8.021 -0.4460
C 9.405 -2.798 -7.682 -0.8234
C 9.204 -1.967 -6.552 0.1350
C 10.417 -1.404 -6.237 -0.4950
H 12.318 -1.624 -7.140 0.1868
H 11.295 -3.182 -8.814 0.3699
H 8.660 -3.390 -8.192 0.3724
H 8.276 -1.800 -6.027 0.3614
H 10.700 -0.717 -5.455 0.3547
N 3.037 -5.153 1.173 0.1403
C 3.012 -3.828 0.828 -0.9805
C 1.702 -3.464 0.639 0.4484
C 0.905 -4.611 0.885 -1.1445
C 1.756 -5.637 1.215 -0.2878
H 3.866 -5.688 1.366 0.1201
H 3.927 -3.261 0.746 0.3749
H 1.355 -2.483 0.358 0.5615
H -0.171 -4.678 0.828 0.4374
H 1.562 -6.667 1.473 0.4494
N -1.472 -3.844 8.416 0.0359
C -1.550 -5.207 8.301 -0.4698
C -0.680 -5.758 9.209 -0.4447
C -0.059 -4.690 9.902 -0.3124
C -0.568 -3.521 9.393 -0.5617
H -1.997 -3.184 7.868 0.1884
H -2.214 -5.665 7.584 0.3858
H -0.511 -6.814 9.359 0.3873
H 0.679 -4.767 10.686 0.4151
H -0.367 -2.490 9.641 0.3725
N -5.673 5.729 -9.867 -0.0081
C -6.407 5.457 -8.743 -0.5180
C -6.781 4.137 -8.791 -0.1913
C -6.248 3.591 -9.986 -0.5950
C -5.567 4.596 -10.627 -0.4492
H -5.273 6.623 -10.097 0.1887
H -6.601 6.224 -8.010 0.3827
H -7.372 3.621 -8.049 0.4510
H -6.350 2.575 -10.336 0.3811
H -5.018 4.602 -11.556 0.3693
N 5.018 -8.534 0.848 0.0122
C 4.342 -8.764 2.018 -0.4454
C 3.959 -10.082 2.032 -0.4860
C 4.425 -10.670 0.830 -0.3731
C 5.077 -9.693 0.121 -0.4995
H 5.411 -7.652 0.567 0.1997
H 4.193 -7.972 2.736 0.4433
H 3.406 -10.569 2.821 0.4006
H 4.297 -11.696 0.519 0.3866
H 5.575 -9.721 -0.836 0.3708
```